[1]
ORCA calculation (wB97M-V/def2-TZVPD) on an isolated molecule of C6H10O.

The HOMO energy comes out at -8.53 eV. As for the energy above the lowest of the compared OMol25 structures with the same formula, charge and spin: 462.9 kJ/mol. As for the calculated total energy: -309.6661 Ha.

```
! wB97M-V def2-TZVPD RIJCOSX def2/J DEFGRID3
* xyz 0 1
H 3.105 -0.020 0.349
H 1.065 -1.559 0.094
C 0.578 -0.603 -0.157
C 0.290 -0.273 -1.540
H 0.052 -1.231 -2.040
H -1.577 1.226 -0.857
H -2.901 -0.033 -0.751
H 2.390 1.130 -0.825
H -1.296 -1.770 -0.014
H -2.360 -0.357 1.701
C 2.391 0.810 0.226
C -1.633 0.140 1.065
C -0.944 -0.747 0.061
O 1.099 0.432 0.639
H -1.004 0.876 1.553
C -1.955 0.337 -0.368
H 2.700 1.642 0.864
*
```

Here are the natural (NBO) charges for atoms 1 to 4, given in e: 0.16, 0.19, -0.07, -0.12

***

[2]
ORCA calculation (wB97M-V/def2-TZVPD) on an isolated molecule of C6H10O in a non-equilibrium geometry.

The HOMO energy comes out at -9.53 eV. As for the energy above the lowest of the compared OMol25 structures with the same formula, charge and spin: 267.1 kJ/mol. As for the calculated total energy: -309.7406 Ha.

```
! wB97M-V def2-TZVPD RIJCOSX def2/J DEFGRID3
* xyz 0 1
H 0.163 0.973 1.689
H 1.800 1.702 -0.381
H -0.469 -1.382 2.292
C 0.443 0.022 -0.168
H 1.213 1.287 -2.004
C -1.177 -0.701 1.808
C -0.478 0.404 1.002
H 0.124 2.107 -0.916
H -1.775 -0.236 2.604
H -1.866 -1.294 1.197
H -1.229 1.087 0.601
H -0.615 -1.730 -2.944
O 1.431 -0.834 0.389
C -0.073 -0.494 -1.388
C 0.937 1.370 -0.936
C -0.187 -0.853 -2.545
H 1.759 -1.428 -0.300
*
```

Here are the natural (NBO) charges for atoms 1 to 4, given in e: 0.21, 0.22, 0.22, 0.16